107
Properties=species:S:1:pos:R:3:forces:R:3 method="wB97M-V/def2-TZVPD" total_energy_ha=-4568.72719 de_lowest_kcal_mol=0.0 e_homo_ev=-7.36 total_charge=+1 orbital_gap_ev=3.730
Zr -0.2176 0.1661 -0.2572 0.579 0.072 0.177
C 0.1891 0.4455 3.3001 -0.062 -0.047 0.022
N 0.9658 -0.1068 2.1529 0.040 -0.024 -0.126
C 2.2252 0.6952 2.0236 -0.083 0.028 0.015
C 2.2595 1.5673 0.7802 -0.105 0.128 0.036
N 1.9942 0.7382 -0.4642 -0.214 -0.014 -0.010
C 2.8263 -0.5037 -0.4044 0.033 0.054 0.045
C 2.3220 1.5377 -1.6715 0.073 0.155 0.133
C 3.7886 1.7865 -1.9725 0.036 0.056 -0.032
C 3.9698 2.1452 -3.4290 0.016 -0.034 0.096
C 2.9947 2.6833 -4.1448 -0.117 -0.035 -0.100
C 1.6989 3.0465 -3.5081 0.038 -0.057 0.023
C 1.3544 2.1417 -2.3659 0.039 0.086 -0.130
S -0.3626 2.0717 -1.9653 0.017 -0.238 0.126
C 1.2366 -1.5071 2.4901 0.056 -0.035 -0.035
C 2.0378 -1.8157 3.5883 0.001 0.036 -0.014
C 2.2483 -3.1278 3.9661 -0.012 -0.012 -0.005
C 1.6431 -4.1529 3.2482 -0.016 0.021 -0.032
C 0.8659 -3.8559 2.1452 0.016 0.025 0.013
C 0.6640 -2.5306 1.7444 0.007 -0.015 0.035
S -0.1898 -2.2675 0.2227 -0.059 0.018 -0.141
H 0.6852 0.1965 4.2382 -0.013 -0.025 0.001
H -0.8118 0.0184 3.3115 0.005 0.028 -0.024
H 0.1185 1.5239 3.2330 0.013 -0.008 0.007
H 3.0771 0.0225 1.9920 0.005 0.008 0.022
H 2.3674 1.3370 2.8948 -0.041 0.019 -0.019
H 3.2740 1.9623 0.6697 0.051 -0.062 -0.019
H 1.9198 3.5826 0.4297 0.116 0.104 -0.047
H 3.8717 -0.2550 -0.2148 -0.021 0.013 0.020
H 2.7467 -1.0298 -1.3464 0.026 0.002 -0.031
H 2.4722 -1.1709 0.3751 -0.007 -0.013 -0.005
H 4.3554 0.8653 -1.8038 0.012 -0.052 -0.023
H 4.9563 1.9858 -3.8475 0.013 0.020 0.031
H 3.1577 3.0002 -5.1681 -0.005 -0.008 0.010
H 0.8788 3.0362 -4.2261 -0.016 -0.015 -0.013
H 2.5068 -1.0201 4.1552 -0.007 0.004 0.003
H 2.8771 -3.3496 4.8173 -0.001 0.001 -0.003
H 1.7922 -5.1839 3.5391 -0.001 0.001 -0.004
H 0.4184 -4.6484 1.5603 -0.004 -0.004 -0.002
N -1.2989 -2.3260 -3.7237 -0.052 -0.002 0.003
C 0.0135 -2.4233 -4.1470 0.014 0.011 0.008
C 0.5931 -3.1697 -5.1665 -0.004 0.004 -0.004
C 1.9278 -2.9358 -5.4154 -0.006 0.013 0.010
C 2.6406 -1.9617 -4.6984 -0.007 0.005 0.007
C 2.0595 -1.2365 -3.6805 0.006 -0.017 -0.012
C 0.7285 -1.5148 -3.3607 0.072 0.007 0.030
N -0.1465 -0.9356 -2.4321 -0.105 0.014 0.123
C -1.3335 -1.4106 -2.7339 -0.096 -0.084 -0.041
C -2.5530 -0.8316 -2.1935 0.036 0.041 -0.092
C -3.7747 -0.8229 -2.7834 -0.072 -0.053 0.058
S -4.8201 0.2240 -1.9395 -0.015 0.034 0.029
C -3.5747 0.5958 -0.8545 -0.053 0.005 0.039
N -2.4438 -0.0123 -1.0883 0.209 -0.036 -0.033
H -2.0821 -2.8444 -4.0817 -0.009 0.005 -0.006
H 0.0211 -3.8763 -5.7523 -0.002 -0.001 0.003
H 2.4248 -3.4810 -6.2058 0.002 -0.002 0.002
H 3.6651 -1.7506 -4.9733 -0.002 0.002 0.002
H 2.5936 -0.4205 -3.2191 0.016 0.007 0.023
H -4.0909 -1.3259 -3.6818 0.003 -0.013 0.005
H -3.7227 1.2906 -0.0450 -0.024 0.007 -0.020
N 2.1253 6.9958 -5.8951 -0.031 0.095 0.014
C 2.4242 6.1876 -4.8021 0.017 -0.122 0.082
C 1.4845 5.4820 -4.1404 -0.045 0.119 -0.073
C 1.8029 4.5872 -2.9834 0.048 -0.140 0.065
C 3.1487 4.9147 -2.4017 -0.063 -0.050 0.470
C 4.1213 5.6079 -3.1720 -0.018 0.170 -0.333
C 3.8029 6.2054 -4.3468 0.123 -0.158 0.296
S 3.5481 4.3611 -0.8842 -0.155 0.244 -0.465
O 4.7178 5.0408 -0.3155 -0.005 -0.037 0.015
O 4.3731 2.7150 -1.0729 0.007 -0.259 0.007
N 1.4363 2.7618 0.8172 -0.051 -0.062 -0.067
C 0.1184 2.9487 0.9724 -0.006 0.059 0.132
N -0.7206 1.9002 1.1447 -0.077 0.039 -0.432
C -1.9870 2.1803 1.5266 -0.081 -0.013 0.042
C -2.4585 3.4560 1.5890 -0.010 -0.016 0.127
C -1.5456 4.4680 1.2323 0.036 0.020 -0.027
N -0.2877 4.2332 0.9651 0.047 -0.068 0.069
H 1.2751 6.7834 -6.3884 -0.002 -0.020 -0.019
H 2.8983 7.2073 -6.5026 0.005 -0.024 -0.021
H 0.4562 5.4946 -4.4894 -0.025 0.035 0.021
H 1.0170 4.6607 -2.2216 -0.008 -0.005 0.002
H 5.1200 5.6850 -2.7587 0.016 0.021 -0.032
H 4.5330 6.7802 -4.9017 0.026 -0.007 0.007
H -2.5922 1.3151 1.7852 -0.052 0.024 -0.060
H -3.4668 3.6847 1.8982 0.000 -0.022 0.003
H -1.8613 5.5049 1.1841 0.009 -0.006 -0.004
S -6.5906 -2.8136 4.7122 0.055 0.075 -0.057
C -5.3138 -2.3001 3.6081 0.002 -0.078 0.142
C -3.9942 -2.0838 3.9923 0.018 0.023 -0.022
C -3.0744 -1.7191 3.0248 0.013 -0.094 -0.029
N -3.3617 -1.5554 1.7322 -0.009 0.170 0.077
C -4.6249 -1.7938 1.3779 -0.045 0.006 0.017
C -5.6269 -2.1579 2.2596 -0.013 -0.015 -0.060
C -5.8807 -2.3771 6.2843 -0.045 -0.021 -0.043
C -5.4513 -3.3613 7.1584 -0.004 -0.022 -0.013
C -4.9213 -2.9662 8.3812 0.006 0.042 0.019
N -4.7986 -1.6963 8.7531 -0.004 -0.023 -0.021
C -5.2266 -0.7624 7.9058 -0.009 -0.021 -0.011
C -5.7802 -1.0471 6.6668 0.012 0.026 0.056
H -3.6823 -2.2018 5.0207 0.023 0.000 -0.019
H -2.0348 -1.5842 3.3043 -0.029 -0.011 0.011
H -4.8563 -1.6900 0.3227 -0.011 0.006 0.013
H -6.6358 -2.3225 1.9045 0.007 -0.009 -0.017
H -5.5243 -4.4081 6.8972 0.009 -0.001 0.001
H -4.5754 -3.7098 9.0896 -0.001 -0.003 0.004
H -5.1312 0.2654 8.2365 0.005 0.004 0.007
H -6.1290 -0.2532 6.0203 0.000 0.000 -0.005


11
Properties=species:S:1:pos:R:3:forces:R:3 method="wB97M-V/def2-TZVPD" total_energy_ha=-285.35327 de_lowest_kcal_mol=38.5 e_homo_ev=-10.97 smiles=N#CC[C@H]1CO1 total_charge=0 orbital_gap_ev=11.826
N -2.1486 -1.8937 -0.5862 0.472 0.798 0.471
C -1.6534 -0.9688 -0.1015 -0.916 -0.816 -0.560
C -0.9832 0.1946 0.4725 -0.190 -0.024 -0.089
C 0.4946 -0.0749 0.3513 -0.106 0.046 -0.129
C 1.3659 0.4478 -0.6990 0.049 -0.173 -0.299
O 1.3480 1.0204 0.6061 -0.003 -0.029 0.226
H -1.2496 0.2693 1.5356 0.044 0.047 -0.236
H -1.3224 1.0995 -0.0377 0.181 -0.041 0.038
H 0.6960 -1.0563 0.7663 0.678 0.109 0.330
H 2.2958 -0.0791 -0.9089 -0.234 -0.026 -0.104
H 0.9603 1.0239 -1.5325 0.025 0.110 0.351


95
Properties=species:S:1:pos:R:3:forces:R:3 method="wB97M-V/def2-TZVPD" total_energy_ha=-6790.64728 de_lowest_kcal_mol=7.1 e_homo_ev="-6.31 / -6.30" total_charge=0 orbital_gap_ev="5.808 / 5.779"
Ti -0.8306 1.1126 -1.1297 -0.628 -0.974 -1.753
C -1.4124 1.5423 2.2412 0.076 -0.068 0.016
N -1.8637 1.8823 0.8794 0.046 -0.050 -0.283
C -3.2653 1.4060 0.7885 -0.025 0.024 0.052
C -3.8338 1.4023 -0.6134 -0.042 0.121 -0.016
N -2.8036 0.9766 -1.5478 0.627 -0.117 0.444
C -3.2399 0.2213 -2.6321 0.041 -0.038 -0.146
C -3.9240 -0.9865 -2.5039 0.035 -0.119 0.113
F -4.2152 -1.4658 -1.2730 0.019 0.078 -0.092
C -4.2786 -1.7682 -3.5882 -0.019 -0.037 0.019
F -4.9198 -2.9271 -3.3974 0.027 0.048 -0.013
C -3.9387 -1.3671 -4.8659 -0.006 -0.007 -0.017
F -4.2678 -2.1162 -5.9208 0.018 0.047 0.069
C -3.2493 -0.1783 -5.0367 -0.014 -0.022 -0.037
F -2.9194 0.2225 -6.2654 0.000 0.000 0.020
C -2.9211 0.5938 -3.9398 -0.071 -0.026 0.027
F -2.2632 1.7370 -4.1523 0.040 0.079 -0.002
C -1.7564 3.3509 0.7167 0.004 0.024 0.039
C -1.7373 3.8182 -0.7251 0.027 0.032 -0.006
N -0.7049 3.0865 -1.4618 0.030 -0.535 0.051
C -0.2606 3.6430 -2.6492 0.116 0.028 -0.209
C -0.8549 4.6923 -3.3675 -0.077 -0.060 -0.008
F -2.0179 5.2458 -2.9761 0.018 -0.020 0.042
C -0.3265 5.1900 -4.5480 -0.011 0.023 -0.026
F -0.9547 6.1869 -5.1731 0.000 -0.007 0.010
C 0.8169 4.6524 -5.1007 0.021 0.019 -0.050
F 1.3180 5.1243 -6.2445 -0.034 -0.026 0.078
C 1.4226 3.6016 -4.4393 0.076 -0.053 -0.027
F 2.5322 3.0439 -4.9351 -0.053 0.026 0.023
C 0.8927 3.1311 -3.2587 0.065 -0.038 0.061
F 1.5403 2.1156 -2.6574 0.001 0.079 -0.010
H -2.0976 1.9748 2.9809 0.017 0.017 -0.019
H -1.3994 0.4618 2.3579 -0.001 0.001 -0.010
H -0.4127 1.9270 2.4081 0.013 -0.006 0.001
H -3.2464 0.3827 1.1539 -0.001 -0.038 -0.001
H -3.8922 2.0006 1.4668 0.019 -0.008 -0.009
H -4.6993 0.7335 -0.6096 0.038 -0.009 -0.041
H -4.2249 2.3912 -0.8805 0.000 -0.005 -0.015
H -2.5716 3.8434 1.2629 0.023 -0.005 0.003
H -0.8148 3.6471 1.1808 0.012 -0.009 -0.012
H -2.7145 3.7113 -1.1957 -0.003 0.012 -0.002
H -1.5090 4.8861 -0.7047 0.021 0.001 0.002
N -2.1346 -1.8090 1.1793 -0.036 0.045 -0.010
N -1.3498 -2.8290 0.6249 0.038 -0.095 0.418
C -0.8498 -2.6212 -0.6493 -0.024 0.765 -0.247
N -0.2963 -3.7304 -1.2133 0.129 -0.258 -0.082
N -0.9019 -1.4324 -1.1617 0.557 -0.145 0.462
N -0.4038 -1.2107 -2.4137 -2.052 -0.992 -0.594
O 0.4173 -2.0174 -3.0765 1.405 -0.136 -0.149
O -0.3511 0.0605 -2.7102 0.038 2.374 1.496
H -2.1050 -1.8965 2.1858 -0.015 -0.020 0.010
H -3.0921 -1.8645 0.8459 -0.028 -0.010 0.014
H -1.6946 -3.7703 0.7637 -0.113 -0.004 -0.036
H -0.6258 -4.6303 -0.9088 -0.010 0.010 -0.021
H -0.0178 -3.6154 -2.1802 0.012 0.008 -0.007
C 2.2698 3.3605 1.5206 0.001 -0.025 0.042
O 1.7223 2.1313 1.9827 -0.046 0.037 -0.044
C 2.4643 1.3838 2.8364 0.082 -0.010 0.074
C 3.5194 1.8677 3.5851 0.011 0.038 -0.009
C 4.1870 1.0035 4.4462 -0.010 -0.010 0.002
Br 5.6271 1.6838 5.4728 0.008 0.002 0.006
C 3.8297 -0.3163 4.5669 0.014 0.010 -0.018
C 2.7706 -0.8155 3.7998 -0.010 -0.025 -0.001
C 2.0862 0.0368 2.9399 -0.022 -0.129 0.006
O 1.0372 -0.4470 2.2174 -0.073 -0.118 -0.011
C 2.4482 -2.2480 3.9287 -0.015 -0.015 0.005
N 3.0714 -3.0559 4.7480 -0.010 -0.008 0.014
C 2.4827 -4.2916 4.5564 0.020 0.018 0.022
C 2.7489 -5.5165 5.1689 0.000 -0.008 0.004
C 2.0001 -6.6104 4.7830 0.004 0.011 0.007
C 0.9992 -6.5044 3.8033 0.003 -0.003 -0.004
C 0.7220 -5.3003 3.1857 -0.015 0.009 0.010
C 1.4777 -4.2013 3.5836 -0.006 0.018 -0.055
N 1.4760 -2.8817 3.1976 0.020 0.038 0.028
H 2.1947 4.1309 2.2927 0.008 -0.002 0.007
H 1.6797 3.6397 0.6512 0.005 0.008 -0.010
H 3.3066 3.2276 1.2139 -0.007 -0.001 -0.017
H 3.8187 2.9026 3.5130 0.007 -0.003 0.001
H 4.3531 -0.9906 5.2285 -0.011 0.001 0.001
H 0.8674 0.0747 1.4075 0.153 0.098 0.075
H 3.5206 -5.5942 5.9234 -0.003 0.000 -0.009
H 2.1836 -7.5727 5.2430 0.001 0.004 -0.005
H 0.4348 -7.3864 3.5283 0.005 0.007 0.000
H -0.0479 -5.2170 2.4283 0.015 -0.001 0.008
H 0.8934 -2.4220 2.5180 -0.030 -0.002 -0.066
N 2.6502 -0.9742 -2.5534 0.312 0.171 0.135
C 2.7012 -0.9938 -1.0563 -0.029 -0.005 -0.236
C 2.1967 0.3701 -0.5710 0.296 -0.103 -0.048
O 3.0132 1.2574 -0.4471 -0.124 0.038 0.012
O 0.9196 0.4419 -0.3733 -0.212 0.454 0.564
H 3.3914 -1.5428 -2.9512 0.019 0.018 0.004
H 2.7598 -0.0235 -2.9060 0.014 -0.020 -0.006
H 1.6415 -1.4267 -2.8955 -0.687 -0.428 -0.074
H 3.7285 -1.1216 -0.7282 0.001 -0.009 0.039
H 2.0777 -1.8204 -0.7189 -0.033 0.020 0.028